Model 1:
Molecular formula: C2H5BrSi
Method: DFT, ωB97M-V with the def2-TZVPD basis set

Output
LUMO energy (spin up / spin down) in eV: -1.90 / -2.66
Frontier orbital gap (spin up / spin down) in eV: 5.390 / 4.137
Molar mass in g/mol: 137.05
Highest occupied orbital energy (spin up / spin down) in eV: -7.3 / -6.8

```
9
Properties=species:S:1:pos:R:3:lowdin_charge:R:1
C -1.148 -0.973 0.016 -0.1084
C 1.221 0.521 -0.625 -0.8532
Si -0.214 0.601 0.480 0.3992
Br 2.858 0.134 0.035 0.6683
H -0.904 -1.422 -0.966 -0.0136
H -1.862 -1.567 0.586 -0.0206
H 0.055 0.722 1.942 -0.0401
H 1.213 0.331 -1.763 0.0225
H -1.218 1.651 0.295 -0.0541
```


Model 2:
Molecular formula: C2H5BrSi
Method: DFT, ωB97M-V with the def2-TZVPD basis set

Output
LUMO energy in eV: -0.79
Frontier orbital gap in eV: 8.220
Molar mass in g/mol: 137.05
Highest occupied orbital energy in eV: -9.0

```
9
Properties=species:S:1:pos:R:3:lowdin_charge:R:1
C 1.484 -0.141 -0.405 -0.0965
C 0.511 -0.708 0.258 -0.2173
Si -1.564 1.302 -0.610 0.3377
Br -2.827 -0.465 0.308 0.0028
H 1.610 0.886 -0.239 0.0263
H 1.957 -0.632 -1.312 0.0896
H 0.181 -1.747 0.030 0.0672
H 0.125 -0.262 1.182 0.0377
H -1.477 1.767 0.788 -0.2476
```


Which structure is the least stable? The one labeled model 1.


Model 1:
Molecular formula: H39O20
Method: DFT, ωB97M-V with the def2-TZVPD basis set

Output
LUMO energy in eV: 1.76
Frontier orbital gap in eV: 9.326
Molar mass in g/mol: 359.29
Highest occupied orbital energy in eV: -7.6
Charge: -1

```
59
Properties=species:S:1:pos:R:3:lowdin_charge:R:1
O -0.173 -0.435 5.262 -0.0668
H -0.970 -0.967 5.338 0.0271
O -0.731 -4.683 0.653 -0.0531
H 0.051 -4.827 1.196 0.0361
H -0.436 -4.817 -0.248 0.0160
O -3.389 -3.454 2.331 -0.0838
H -3.852 -2.882 2.953 0.0219
H -3.783 -3.184 1.456 0.0451
O -0.272 -2.508 -2.913 -0.0547
H 0.590 -2.455 -2.471 0.0231
H -0.088 -0.160 4.346 0.0062
O -3.834 0.459 -1.257 -0.0958
H -3.409 0.403 -0.393 -0.0265
H -3.099 0.426 -1.912 -0.0150
O 1.342 4.641 -1.895 -0.0501
H 1.004 4.116 -1.152 0.0226
H 0.947 4.198 -2.649 0.0273
O -2.204 0.006 1.011 -0.0749
H -1.314 0.163 0.631 0.0041
H -2.689 -0.715 0.609 0.0170
O 0.180 0.795 -0.386 -0.3393
H -0.536 -1.572 -3.040 0.0293
H 6.004 0.413 1.102 0.0503
O -2.973 -2.216 -1.836 -0.0420
H -2.212 -1.929 -1.333 -0.0001
H -2.834 -3.090 -2.198 0.0373
O 3.136 -3.037 -0.990 -0.1038
H 2.772 -3.732 -1.544 0.0148
H 2.427 -2.370 -0.766 -0.0037
O -1.628 3.442 -0.154 -0.0551
H -2.098 2.619 0.081 0.0300
H -0.784 3.118 -0.513 0.0002
O 2.304 1.634 0.756 -0.0797
H 1.749 1.193 0.069 -0.0267
H 3.175 1.300 0.521 -0.0106
O 1.969 -0.787 -1.185 -0.1805
H 2.508 -0.672 -0.393 0.0264
H -0.338 1.376 -0.946 -0.0399
O 5.577 1.188 0.742 -0.0531
H 1.156 -0.083 -0.934 0.0067
H 5.459 1.105 -0.215 0.0063
O 4.558 1.736 -1.678 -0.0379
H 4.259 2.569 -1.311 0.0588
H 4.008 1.230 -2.272 0.0545
O -1.675 0.740 -2.591 -0.0291
H -0.742 0.533 -2.612 0.0480
H -2.067 1.022 -3.420 0.0851
O -0.952 1.703 3.158 -0.0652
H -0.968 2.645 2.898 0.0452
H -1.224 1.482 2.238 0.0078
O -0.148 -1.563 0.418 -0.0870
H -0.247 -1.397 -0.519 -0.0160
H 0.380 -0.747 0.668 0.0541
O 4.194 3.447 1.923 -0.0780
H 3.234 3.448 1.946 0.0140
H 4.470 2.691 1.389 -0.0332
O -5.341 -0.865 0.835 -0.0569
H -5.028 -0.693 -0.060 -0.0011
H -5.415 -0.001 1.256 0.0441
```


Model 2:
Molecular formula: H39O20
Method: DFT, ωB97M-V with the def2-TZVPD basis set

Output
LUMO energy in eV: 1.90
Frontier orbital gap in eV: 8.749
Molar mass in g/mol: 359.29
Highest occupied orbital energy in eV: -6.9
Charge: -1

```
59
Properties=species:S:1:pos:R:3:lowdin_charge:R:1
O -2.917 3.552 -0.095 -0.0834
H 2.060 -3.074 3.050 0.0586
O 0.137 -5.528 0.602 -0.0650
H 0.960 -5.222 0.202 0.0161
H -0.005 -4.893 1.328 0.0104
O -4.375 0.109 -3.429 -0.0496
H 1.634 2.210 0.702 -0.0051
H -3.693 0.364 -2.799 0.0183
O 3.079 2.665 -2.984 -0.0989
H 2.159 2.981 -3.149 0.0148
H 1.206 0.691 -2.298 0.0072
O 1.680 0.068 -2.871 -0.0790
H -0.405 1.991 -2.741 0.0387
H -4.605 0.912 -3.908 0.0511
O -1.584 1.885 2.078 -0.1667
H -3.381 2.716 -0.121 0.0008
H -1.996 3.353 -0.348 -0.0105
O -0.179 2.668 0.209 -0.3651
H -2.706 0.337 0.615 0.0540
H 0.000 3.568 0.501 -0.0007
O -0.870 -0.395 -2.801 -0.0506
H -0.760 2.093 1.432 -0.0061
H -0.651 -0.315 4.020 0.0167
O -0.876 -2.629 2.303 -0.0413
H -1.320 -2.988 1.534 0.0470
H -1.456 -2.367 3.024 0.0362
O 2.107 -2.472 2.284 -0.0612
H 1.180 -2.365 2.023 0.0332
H -1.843 0.187 3.554 0.0009
O 0.347 2.491 -2.408 -0.0921
H 2.867 2.882 -2.058 0.0135
H 0.172 2.582 -1.444 -0.0039
O -1.281 5.134 -3.328 -0.0766
H 3.191 -3.567 1.201 -0.0082
H -1.528 2.592 2.727 0.0251
O -3.597 -2.073 -1.671 -0.0580
H -4.301 -1.531 -2.047 0.0123
H -1.586 -0.805 -3.302 0.0448
O 2.583 2.364 0.501 -0.0874
H -1.294 -0.076 -1.975 0.0058
H 2.990 1.490 0.474 0.0261
O 2.843 -2.011 4.957 -0.0665
H 1.899 -2.102 4.786 0.0241
H 3.163 -1.991 4.051 0.0126
O 1.409 0.116 4.449 -0.0513
H 2.067 0.036 3.750 0.0475
H -0.757 4.332 -3.325 -0.0140
O 3.283 -4.098 0.393 -0.0880
H 1.684 0.203 5.358 0.0511
H 3.118 -3.571 -0.424 0.0435
O -1.597 -0.338 4.336 -0.1035
H 1.673 0.414 -3.762 0.0420
H -1.053 5.243 -2.378 0.0455
O 2.587 -2.662 -3.017 -0.0802
H 2.148 -1.993 -2.494 -0.0099
H 2.843 -2.115 -3.786 0.0395
O -2.208 0.405 -0.206 -0.0502
H -1.357 0.056 0.086 0.0540
H -2.888 -1.508 -1.361 -0.0190
```


Which structure is the least stable? The one labeled model 1.


Model 1:
Molecular formula: C35H43ClIrNP2S4
Method: DFT, ωB97M-V with the def2-TZVPD basis set

Output
LUMO energy (spin up / spin down) in eV: -9.01 / -10.96
Multiplicity: 2
Frontier orbital gap (spin up / spin down) in eV: 5.285 / 3.334
Molar mass in g/mol: 895.62
Highest occupied orbital energy (spin up / spin down) in eV: -14.3 / -14.3
Charge: +3

```
87
Properties=species:S:1:pos:R:3:lowdin_charge:R:1
Ir -1.143 0.820 -1.194 0.6079
C -2.876 2.739 -3.491 -0.4164
C -3.872 1.729 -2.967 -0.4673
S -3.623 1.249 -1.226 0.8687
C -3.896 2.860 -0.395 -0.4200
C -2.822 3.240 0.604 -0.4421
S -1.131 3.011 -0.011 0.8989
C -1.085 4.315 -1.303 -0.4130
C -0.444 3.848 -2.589 -0.4395
S -1.133 2.280 -3.178 0.8979
H -3.042 3.729 -3.072 0.0783
H -2.982 2.825 -4.573 0.1127
H -3.824 0.792 -3.517 0.0541
H -4.890 2.111 -3.061 0.1157
H -4.863 2.790 0.104 0.1109
H -3.993 3.609 -1.178 0.0797
H -2.870 2.649 1.518 0.0676
H -2.920 4.285 0.905 0.1186
H -0.518 5.141 -0.871 0.1110
H -2.102 4.666 -1.461 0.0789
H 0.620 3.643 -2.470 0.0715
H -0.547 4.600 -3.373 0.1181
C 5.963 -2.532 1.462 -0.4029
S 4.848 -3.947 1.459 0.8390
C 3.333 -3.154 2.031 -0.5136
C 2.661 -2.298 0.958 -0.2708
C 1.282 -1.844 1.399 -0.2083
N 0.552 -1.073 0.358 -0.3823
P -1.149 -1.119 0.181 0.8851
C -2.062 -1.075 1.728 -0.3509
C -1.947 -2.155 2.612 -0.0596
C -2.629 -2.140 3.818 -0.0226
C -3.458 -1.073 4.140 -0.0195
C -3.617 -0.020 3.249 -0.0391
C -2.918 -0.027 2.054 -0.1306
C -1.530 -2.715 -0.515 -0.3821
C -0.537 -3.505 -1.100 -0.0925
C -0.868 -4.735 -1.642 -0.0310
C -2.189 -5.168 -1.622 -0.0185
C -3.180 -4.384 -1.042 -0.0324
C -2.855 -3.161 -0.481 -0.0789
P 0.951 0.492 -0.155 0.8781
C 2.328 0.577 -1.288 -0.3636
C 2.766 1.851 -1.671 -0.1101
C 3.775 1.982 -2.608 -0.0353
C 4.354 0.846 -3.166 -0.0192
C 3.926 -0.417 -2.786 -0.0226
C 2.911 -0.557 -1.849 -0.0821
C 1.298 1.407 1.341 -0.3755
C 0.327 1.511 2.342 -0.1397
C 0.647 2.070 3.564 -0.0350
C 1.942 2.521 3.805 -0.0196
C 2.918 2.397 2.829 -0.0281
C 2.603 1.835 1.598 -0.0552
H 6.961 -2.921 1.269 0.0415
H 5.971 -2.053 2.441 0.0431
H 5.724 -1.806 0.685 0.0221
H 3.546 -2.565 2.926 0.0886
H 2.668 -3.967 2.334 0.0810
H 2.592 -2.888 0.041 0.0942
H 3.289 -1.429 0.743 0.0976
H 1.346 -1.237 2.307 0.1290
H 0.663 -2.711 1.627 0.1093
H -1.354 -3.023 2.358 0.1126
H -2.530 -2.974 4.499 0.1283
H -3.999 -1.075 5.077 0.1286
H -4.295 0.789 3.484 0.1211
H -3.060 0.772 1.341 0.0266
H 0.499 -3.186 -1.092 0.0922
H -0.098 -5.361 -2.073 0.1253
H -2.445 -6.129 -2.047 0.1280
H -4.202 -4.735 -1.013 0.1253
H -3.628 -2.566 -0.010 0.1175
H 2.353 2.738 -1.201 0.1060
H 4.129 2.964 -2.891 0.1249
H 5.151 0.950 -3.891 0.1287
H 4.386 -1.299 -3.212 0.1282
H 2.591 -1.547 -1.553 0.0903
H -0.673 1.123 2.182 0.0680
H -0.105 2.145 4.338 0.1229
H 2.192 2.955 4.764 0.1283
H 3.929 2.727 3.024 0.1267
H 3.380 1.723 0.855 0.1087
Cl -1.807 -1.012 -3.284 0.7081
C -0.259 -0.466 -2.611 -0.7319
H 0.295 0.058 -3.382 0.0136
H 0.299 -1.317 -2.240 -0.0074
```


Model 2:
Molecular formula: C35H43ClIrNP2S4
Method: DFT, ωB97M-V with the def2-TZVPD basis set

Output
LUMO energy (spin up / spin down) in eV: -8.60 / -11.33
Multiplicity: 2
Frontier orbital gap (spin up / spin down) in eV: 6.161 / 3.426
Molar mass in g/mol: 895.62
Highest occupied orbital energy (spin up / spin down) in eV: -14.8 / -14.8
Charge: +3

```
87
Properties=species:S:1:pos:R:3:lowdin_charge:R:1
Ir 0.078 1.156 1.352 0.5990
C 0.082 3.170 4.063 -0.4111
C -0.579 1.879 4.511 -0.4309
S -0.054 0.382 3.620 0.9004
C 1.674 0.165 4.185 -0.4070
C 2.626 -0.115 3.033 -0.4372
S 2.476 1.062 1.658 0.8671
C 2.923 2.631 2.488 -0.4165
C 2.002 3.758 2.092 -0.4545
S 0.224 3.404 2.247 0.8315
H 1.086 3.266 4.472 0.0855
H -0.504 4.014 4.428 0.1088
H -1.661 1.915 4.388 0.0684
H -0.373 1.692 5.566 0.1153
H 1.673 -0.668 4.889 0.1089
H 1.960 1.059 4.736 0.0828
H 2.467 -1.094 2.577 0.0784
H 3.660 -0.081 3.380 0.1154
H 3.946 2.867 2.192 0.1092
H 2.925 2.461 3.563 0.0781
H 2.133 4.022 1.044 0.0571
H 2.217 4.649 2.685 0.1164
C 1.086 -4.619 -3.928 -0.3937
S -0.622 -4.145 -3.586 0.8309
C -0.610 -2.469 -4.272 -0.4772
C -0.156 -1.411 -3.266 -0.2530
C -1.191 -1.274 -2.162 -0.2213
N -0.750 -0.440 -1.016 -0.3698
P -0.241 -1.017 0.495 0.8854
C 1.072 -2.206 0.198 -0.3287
C 2.343 -1.791 -0.220 -0.1307
C 3.301 -2.723 -0.578 -0.0432
C 2.998 -4.081 -0.538 -0.0291
C 1.733 -4.500 -0.155 -0.0317
C 0.769 -3.571 0.210 -0.0604
C -1.566 -1.938 1.261 -0.3797
C -2.862 -1.933 0.743 -0.0794
C -3.870 -2.629 1.395 -0.0275
C -3.589 -3.321 2.564 -0.0209
C -2.297 -3.336 3.080 -0.0334
C -1.286 -2.649 2.433 -0.1199
P -0.673 1.212 -0.869 0.8845
C -2.051 1.962 -1.693 -0.3055
C -3.351 1.467 -1.497 -0.0899
C -4.414 2.016 -2.186 -0.0249
C -4.198 3.054 -3.086 -0.0069
C -2.915 3.535 -3.306 -0.0252
C -1.842 2.996 -2.617 -0.0520
C 0.862 1.969 -1.387 -0.3538
C 1.014 3.357 -1.182 -0.1324
C 2.166 3.989 -1.609 -0.0417
C 3.183 3.246 -2.204 0.0023
C 3.049 1.869 -2.383 -0.0163
C 1.898 1.226 -1.973 -0.0745
H 1.217 -5.628 -3.543 0.0399
H 1.799 -3.957 -3.436 0.0208
H 1.266 -4.634 -5.001 0.0471
H -1.624 -2.259 -4.617 0.0842
H 0.029 -2.460 -5.154 0.0893
H -0.018 -0.450 -3.774 0.1183
H 0.804 -1.710 -2.833 0.0927
H -1.415 -2.264 -1.760 0.0904
H -2.120 -0.856 -2.554 0.1250
H 2.592 -0.741 -0.282 0.0445
H 4.284 -2.396 -0.889 0.1223
H 3.749 -4.809 -0.814 0.1289
H 1.488 -5.553 -0.139 0.1290
H -0.213 -3.921 0.497 0.1126
H -3.078 -1.423 -0.188 0.0910
H -4.870 -2.642 0.984 0.1254
H -4.375 -3.866 3.069 0.1278
H -2.079 -3.897 3.979 0.1251
H -0.273 -2.698 2.821 0.1092
H -3.544 0.638 -0.825 0.0878
H -5.412 1.631 -2.030 0.1281
H -5.033 3.479 -3.627 0.1314
H -2.745 4.326 -4.024 0.1281
H -0.850 3.366 -2.828 0.1024
H 0.212 3.929 -0.725 0.1157
H 2.274 5.060 -1.493 0.1332
H 4.083 3.744 -2.542 0.1327
H 3.839 1.311 -2.867 0.1306
H 1.772 0.164 -2.142 0.0844
Cl -2.776 2.718 2.007 0.5965
C -2.058 1.132 1.647 -0.7841
H -2.605 0.775 0.786 -0.0552
H -2.294 0.454 2.463 -0.0006
```


Which structure is the least stable? The one labeled model 1.